No. 1
A 2-piece molecular cluster, C3H2NO2P overall in a non-equilibrium geometry. Source: the OMol25 dataset; level of theory: wB97M-V/def2-TZVPD.

Last column: natural (NBO) charge in e.
Cartesian coordinates (Å):
P -2.3790 -0.9453 3.0219  1.012
O -2.8695 -1.0321 -1.0034  -0.369
O -0.2785 -0.4502 2.0278  -0.623
N -3.0541 -1.2876 1.7614  -1.038
C -0.6583 -0.2630 -0.2909  -0.676
C 0.1162 -0.2242 0.8834  0.413
C -1.8942 -0.6667 -0.5287  0.852
H -0.2203 0.2149 -1.2696  0.285
H 1.1147 0.2076 0.7808  0.145

Results
Energy relative to the best compared isomer or geometry (same formula, charge and spin) = 177.47 kJ/mol
SMILES = O=C=CC=O.N#P
HOMO = -9.76 eV
LUMO energy = 0.10 eV
Total charge = 0
Kohn-Sham gap = 9.9 eV

No. 2
An isolated ion of composition C2H7N4OS and charge +1 in a non-equilibrium geometry. Source: the OMol25 dataset; level of theory: wB97M-V/def2-TZVPD.

Last column: natural (NBO) charge in e.
Cartesian coordinates (Å):
S 0.8688 -1.6033 -2.7580  0.197
O -0.6191 2.2398 2.3051  -0.554
N 0.3034 -2.2096 -0.1293  -0.595
N 0.5090 -0.4340 -1.5737  -0.492
N -0.4595 1.1750 0.2590  -0.493
N 0.1670 -0.9025 -0.4019  0.112
C -0.7096 2.2120 1.0510  0.495
C -0.1233 -0.1248 0.6241  -0.074
H -0.0761 -0.4576 1.6422  0.207
H 0.5866 -0.6749 -3.6676  0.174
H -0.3642 1.0962 -0.6841  0.459
H 0.8433 -2.7196 -0.9168  0.422
H 0.5024 -2.2465 0.8790  0.403
H -0.9473 3.2831 0.7247  0.239
H -0.4815 1.3668 2.6463  0.501

Results
Energy relative to the best compared isomer or geometry (same formula, charge and spin) = 341.98 kJ/mol
HOMO (spin up / spin down) = -11.72 / -11.72 eV
LUMO energy (spin up / spin down) = -4.37 / -4.37 eV
Total charge = +1
Kohn-Sham gap (spin up / spin down) = 7.3 / 7.4 eV

No. 3
One molecule with the formula C6H11NS in a non-equilibrium geometry. Source: the OMol25 dataset; level of theory: wB97M-V/def2-TZVPD.

Last column: natural (NBO) charge in e.
Cartesian coordinates (Å):
S -1.1015 1.6244 1.3096  0.087
N 2.2269 0.7602 -0.8894  -0.851
C -1.2616 -0.4784 -0.5583  -0.423
C -0.7952 -0.1118 0.8747  -0.099
C -0.0579 -0.1692 -1.5104  -0.404
C -0.8643 -1.1841 1.9548  -0.612
C 0.3826 0.7589 0.7422  -0.308
C 0.7864 0.9115 -0.7358  -0.063
H 0.4190 1.8851 -1.0856  0.178
H 2.5170 0.4133 -1.8074  0.372
H 0.5537 -1.1138 -1.6988  0.206
H 2.7100 1.6143 -0.6235  0.367
H -0.3745 0.1676 -2.5298  0.217
H -1.6337 -1.5233 -0.6105  0.216
H -0.5047 -0.7615 2.9071  0.227
H -1.8816 -1.6188 1.9927  0.217
H -0.1971 -2.0103 1.6823  0.213
H 1.2302 0.7320 1.4246  0.239
H -2.1538 0.1040 -0.8384  0.223

Results
Energy relative to the best compared isomer or geometry (same formula, charge and spin) = 21.44 kJ/mol
SMILES = C[C@]12CC[C@H](N)[C@H]1S2
HOMO = -8.56 eV
LUMO energy = 1.00 eV
Total charge = 0
Kohn-Sham gap = 9.6 eV

No. 4
A 2-piece molecular cluster, C4H12 overall. Source: the OMol25 dataset; level of theory: wB97M-V/def2-TZVPD.

Last column: natural (NBO) charge in e.
Cartesian coordinates (Å):
C -1.4730 -0.9320 -0.5706  -0.613
C 2.0241 1.2513 1.8001  -0.603
C -2.1671 -1.8436 -1.5837  -0.611
C 1.6406 1.5181 0.3440  -0.605
H -1.4876 -2.5594 -2.0456  0.203
H 1.1482 1.0486 2.4186  0.202
H -2.6180 -1.2844 -2.4054  0.203
H -0.5598 -1.3951 -0.1997  0.204
H -2.9560 -2.4534 -1.1458  0.204
H 1.1651 2.4971 0.2898  0.201
H 2.5350 2.1130 2.2285  0.200
H -2.1316 -0.7067 0.2665  0.206
H 2.5054 1.4683 -0.3120  0.203
H 2.7117 0.4097 1.8812  0.200
H 0.9162 0.7759 0.0132  0.202
H -1.1766 0.0057 -1.0361  0.205

Results
Energy relative to the best compared isomer or geometry (same formula, charge and spin) = 10.98 kJ/mol
SMILES = CC.CC
HOMO = -11.79 eV
LUMO energy = 1.14 eV
Total charge = 0
Kohn-Sham gap = 12.9 eV

No. 5
C24H26BN6O4PtS3 as an isolated structure in a non-equilibrium geometry. Source: the OMol25 dataset; level of theory: wB97M-V/def2-TZVPD.

Last column: natural (NBO) charge in e.
Cartesian coordinates (Å):
Pt 0.1640 2.0193 0.7272  1.030
S -2.1680 1.5859 0.9898  -0.092
S 1.5758 0.1424 0.1610  2.542
S -1.3341 0.0887 3.5272  -0.062
O 1.0123 0.3080 1.5611  -0.989
O 0.4040 -0.0673 -0.7083  -1.079
O 2.5310 -0.9341 0.0928  -1.012
O 2.1558 1.4835 -0.1649  -1.010
N -2.4398 -0.8588 -0.1038  -0.380
N -1.0736 -2.0768 2.0236  -0.396
N 1.4599 3.4214 2.0008  -0.334
N -0.2664 3.4877 -0.5385  -0.275
N 1.6240 4.6484 1.5129  -0.302
N 0.1687 4.7399 -0.4862  -0.254
C -0.2351 4.2737 -2.6079  -0.362
C 0.2870 -5.0257 2.6582  -0.217
C -0.8042 -0.6803 -4.9979  -0.221
C -0.4258 -1.4391 -3.9063  -0.216
C 0.1965 5.2445 -1.7193  -0.011
C -1.8403 0.2291 -4.8637  -0.218
C 2.0938 -5.7341 1.2477  -0.221
C -2.5062 0.3433 -3.6578  -0.215
C -1.0946 -1.3235 -2.6987  -0.117
C -0.1616 -2.5803 3.0446  -0.244
C -1.4278 -0.7577 2.0765  0.038
C -2.9807 -0.2852 -1.3017  -0.244
C 1.8093 -3.4050 1.7580  -0.141
C -1.9799 -0.1263 0.9486  0.127
C -2.1531 -0.4382 -2.5622  -0.043
C -2.4427 -2.2859 0.0780  -0.226
C -0.5062 3.1701 -1.8114  -0.019
C 2.5108 -4.4186 1.1288  -0.219
C 0.6780 -3.6996 2.5101  -0.062
C -1.1231 -2.7009 0.7229  -0.237
C 2.6321 2.9998 2.4626  -0.021
C 2.8939 5.0264 1.6768  -0.022
C 3.5864 3.9980 2.2879  -0.368
C 0.9900 -6.0370 2.0281  -0.227
B 0.4644 5.4300 0.8730  0.174
H -0.3304 4.3454 -3.6728  0.219
H -3.1389 0.7798 -1.1067  0.264
H 0.8151 6.5479 0.6680  -0.059
H 2.7285 2.0300 2.9097  0.220
H -0.5125 5.3205 1.5481  -0.040
H -3.3124 1.0561 -3.5536  0.205
H -3.9672 -0.7428 -1.4838  0.200
H 2.1117 -2.3778 1.6111  0.259
H -0.7429 -1.8991 -1.8646  0.211
H 0.4019 -2.1280 -3.9818  0.212
H 3.2335 5.9915 1.3554  0.205
H -0.2796 -2.3715 0.0994  0.238
H -3.2666 -2.5726 0.7518  0.196
H -0.8394 2.1885 -2.0917  0.237
H -0.7673 -2.9019 3.9024  0.208
H 2.6164 -6.5245 0.7271  0.205
H -2.1224 0.8581 -5.6974  0.205
H 0.6563 -7.0614 2.1244  0.203
H 0.5179 6.2510 -1.8979  0.214
H -2.5873 -2.7814 -0.8827  0.223
H 0.4773 -1.7475 3.3628  0.255
H -0.2856 -0.7838 -5.9408  0.205
H -1.0863 -3.7857 0.8425  0.224
H -0.5901 -5.2620 3.2460  0.203
H 3.3666 -4.1636 0.5220  0.221
H 4.6292 3.9689 2.5336  0.213

Results
Energy relative to the best compared isomer or geometry (same formula, charge and spin) = 257.34 kJ/mol
HOMO (spin up / spin down) = -4.14 / -3.83 eV
LUMO energy (spin up / spin down) = 1.44 / 1.34 eV
Total charge = -1
Kohn-Sham gap (spin up / spin down) = 5.6 / 5.2 eV

No. 6
One molecule with the formula C6H12O in a non-equilibrium geometry. Source: the OMol25 dataset; level of theory: wB97M-V/def2-TZVPD.

Last column: natural (NBO) charge in e.
Cartesian coordinates (Å):
O -0.6979 1.6373 1.6279  -0.712
C -0.8743 -0.7771 1.0321  -0.442
C -1.2969 0.6424 0.7910  0.082
C 2.1231 -0.3244 0.0242  -0.602
C -0.9928 -0.6683 -1.5731  -0.601
C -0.4558 -0.1018 -0.2505  -0.076
C 0.9119 0.5591 -0.2256  -0.418
H -0.6601 2.5020 1.1813  0.473
H -0.1126 -0.9999 1.7768  0.225
H -1.0686 0.0850 -2.3671  0.208
H -0.3372 -1.4654 -1.9606  0.214
H -2.3348 0.8774 0.5965  0.180
H 2.0311 -0.8387 0.9895  0.201
H -1.9846 -1.1309 -1.4690  0.210
H 0.8472 1.2749 0.6169  0.234
H 1.0076 1.1638 -1.1370  0.198
H 3.0154 0.3055 0.0877  0.208
H -1.6622 -1.5282 0.9720  0.219
H 2.2776 -1.0797 -0.7540  0.199

Results
Energy relative to the best compared isomer or geometry (same formula, charge and spin) = 152.21 kJ/mol
SMILES = CC[C@@]1(C)C[C@H]1O
HOMO = -9.46 eV
LUMO energy = 0.90 eV
Total charge = 0
Kohn-Sham gap = 10.4 eV

No. 7
A 2-piece molecular cluster, C4H7F overall in a non-equilibrium geometry. Source: the OMol25 dataset; level of theory: wB97M-V/def2-TZVPD.

Last column: Löwdin spin population.
Cartesian coordinates (Å):
F -1.5602 -0.0676 -1.1128  0.168
C -2.2407 0.9546 0.9472  0.065
C 1.5127 -0.0613 0.4250  0.766
C -1.3640 0.3782 0.1333  0.718
C 1.4597 -0.8346 -0.8735  0.119
H 1.8738 1.0182 0.2837  0.035
H 1.9865 -1.8394 -0.7022  0.024
H 0.3938 -1.0090 -1.2665  0.035
H -3.2410 0.9753 0.5909  0.020
H 2.0897 -0.1927 -1.6202  0.001
H 1.1762 -0.5206 1.3035  0.050
H -2.0867 1.1988 1.8917  0.000

Results
Energy relative to the best compared isomer or geometry (same formula, charge and spin) = 147.43 kJ/mol
HOMO (spin up / spin down) = -7.64 / -10.16 eV
LUMO energy (spin up / spin down) = 1.21 / -1.11 eV
Total charge = 0
2S+1 = 3
Kohn-Sham gap (spin up / spin down) = 8.9 / 9.0 eV

No. 8
An isolated ion of composition C4H9N3 and charge +2 in a non-equilibrium geometry. Source: the OMol25 dataset; level of theory: wB97M-V/def2-TZVPD.

Last column: natural (NBO) charge in e.
Cartesian coordinates (Å):
N 1.2749 1.1269 0.7904  -0.027
N -0.9979 0.6806 0.3896  -0.253
N 1.1861 -0.2795 0.6244  -0.286
C -2.4060 0.8840 0.4429  -0.449
C -0.1682 -0.5142 -0.0103  -0.114
C 1.5274 -1.1855 1.8052  -0.436
C -0.1152 1.5303 0.7364  0.678
H -2.8170 0.3002 -0.3899  0.283
H 0.5668 -1.2249 2.4964  0.268
H 1.8889 -2.1390 1.3979  0.288
H -2.9423 0.3602 1.2474  0.309
H -0.1412 -0.6747 -1.1877  0.331
H 2.3616 -0.6011 2.3645  0.297
H -2.5412 1.9432 0.4546  0.286
H -0.7212 -1.4867 0.3313  0.311
H 2.0640 -0.2887 0.0455  0.515

Results
Energy relative to the best compared isomer or geometry (same formula, charge and spin) = 715.76 kJ/mol
SMILES = C[N+]1=C=N[N@@H+](C)C1
HOMO (spin up / spin down) = -21.20 / -22.15 eV
LUMO energy (spin up / spin down) = -12.31 / -13.13 eV
Total charge = +2
Kohn-Sham gap (spin up / spin down) = 8.9 / 9.0 eV

No. 9
A 2-piece molecular cluster, C4H5NO2 overall in a non-equilibrium geometry. Source: the OMol25 dataset; level of theory: wB97M-V/def2-TZVPD.

Last column: natural (NBO) charge in e.
Cartesian coordinates (Å):
O -3.3262 0.2403 -1.0966  -0.388
O 0.3011 0.3891 1.5009  -0.523
N -2.9177 -0.2080 -0.0759  0.211
C 1.5893 -0.7231 -0.9391  -0.272
C 1.8035 0.4907 -0.4038  -0.340
C 1.0124 1.0076 0.6972  0.391
C -2.4461 -0.6439 0.8917  -0.059
H -2.7028 -1.2652 1.6933  0.236
H 2.2054 -1.1611 -1.7513  0.207
H 0.9626 2.1438 0.6585  0.109
H 0.7921 -1.3443 -0.5591  0.210
H 2.7264 1.0741 -0.6157  0.219

Results
Energy relative to the best compared isomer or geometry (same formula, charge and spin) = 474.05 kJ/mol
SMILES = C#[N+][O-].C=CC=O
HOMO = -10.00 eV
LUMO energy = -0.13 eV
Total charge = 0
Kohn-Sham gap = 9.9 eV

No. 10
C18H23IrN2O3P as an isolated structure in a non-equilibrium geometry. Source: the OMol25 dataset; level of theory: wB97M-V/def2-TZVPD.

Last column: Löwdin spin population.
Cartesian coordinates (Å):
Ir 0.3013 0.4524 -0.0725  0.082
P 2.5409 0.7438 -0.4335  0.003
O -0.3515 0.1333 -1.9572  0.029
O -1.4962 1.8228 0.3855  0.014
O 0.5300 0.0238 1.9401  0.037
N -0.4741 -1.4801 0.2047  0.191
N -0.6322 -1.8610 1.4342  0.288
C -0.9307 -1.8425 -4.8528  0.041
C -0.9814 -3.1708 -4.3028  0.035
C 0.0811 -0.6459 6.0376  0.004
C -2.9009 1.4810 0.2277  -0.001
C 0.2605 -0.3966 4.6956  0.020
C 3.0423 0.7426 -2.1628  -0.007
C -0.7137 -2.2212 -2.0942  0.067
C -1.1858 -2.6388 5.5083  -0.002
C -0.7504 -0.7490 -4.0675  0.000
C -0.8838 -3.3512 -2.9754  -0.007
C -0.6589 -1.7564 6.4437  0.042
C -0.5806 -0.8950 -2.6672  0.058
C -0.1177 -0.9831 2.3437  0.058
C -0.2989 -1.2649 3.7441  0.019
C 3.0432 2.3437 0.2335  0.019
C -1.0138 -2.4000 4.1605  0.032
C 3.6217 -0.4604 0.3520  -0.005
C -0.7412 -2.4179 -0.7504  -0.020
H -1.4171 -3.0777 3.4220  0.000
H 4.0420 2.5776 -0.1374  0.003
H 3.0614 2.3038 1.3224  0.000
H 0.8390 0.4544 4.3639  0.001
H -3.4931 2.3921 0.2061  0.000
H -1.0123 -3.4006 -0.3781  -0.001
H -0.7346 0.2537 -4.4720  -0.001
H -1.7296 -3.5144 5.8343  -0.001
H -0.8253 -1.9313 7.4984  0.002
H 3.5021 -1.4343 -0.1225  0.000
H 3.3889 -0.5491 1.4127  0.000
H 2.9868 -0.2693 -2.5640  0.000
H 4.0753 1.0893 -2.2186  -0.001
H -3.2342 0.8421 1.0437  0.000
H -1.1315 -4.0172 -4.9578  0.001
H 4.6573 -0.1371 0.2312  -0.001
H 2.4100 1.3994 -2.7600  0.000
H -1.3965 2.3538 1.1855  0.001
H 2.3561 3.1319 -0.0776  0.000
H -2.9996 0.9624 -0.7208  0.000
H -1.0419 -1.7129 -5.9218  0.002
H -0.9275 -4.3450 -2.5485  -0.001
H 0.5192 0.0144 6.7731  0.000

Results
Energy relative to the best compared isomer or geometry (same formula, charge and spin) = 38.47 kJ/mol
HOMO (spin up / spin down) = -14.39 / -14.79 eV
LUMO energy (spin up / spin down) = -8.65 / -8.93 eV
Total charge = +2
2S+1 = 2
Kohn-Sham gap (spin up / spin down) = 5.7 / 5.9 eV

No. 11
A 2-piece molecular cluster, C14H20NO6P2S overall in a non-equilibrium geometry. Source: the OMol25 dataset; level of theory: wB97M-V/def2-TZVPD.

Last column: natural (NBO) charge in e.
Cartesian coordinates (Å):
S -3.4422 2.1921 3.2291  1.812
P 1.9320 -1.0055 -2.1534  1.958
P 0.4367 -2.3343 -3.0486  0.385
O 2.2289 0.3796 -3.1195  -0.916
O 5.2049 -0.1314 0.0528  -0.561
O -2.6303 0.8988 3.2209  -0.893
O 3.3990 -1.9097 -2.1352  -0.962
O 1.6454 -0.6589 -0.6681  -1.052
O -2.5339 3.3990 3.4474  -0.883
N -1.1356 -2.1676 -2.1875  -0.586
C -5.4068 -0.1159 0.8723  -0.137
C 4.2887 1.3876 1.6247  -0.431
C 5.3956 2.0856 0.8656  -0.431
C -2.9642 0.7033 0.0687  -0.140
C -2.1331 -3.2267 -2.1297  0.008
C -1.4139 -0.9063 -1.4989  0.154
C 3.9814 0.2104 0.7212  -0.079
C -5.1620 -1.4868 0.1314  -0.195
C -3.5094 -3.1163 -1.4045  -0.166
C -2.7400 -0.6506 -0.6852  -0.081
C -4.2786 0.9689 0.8476  -0.003
C -4.3719 2.4058 1.6026  -0.659
C 6.1590 0.9170 0.2740  -0.066
C -3.8316 -1.7677 -0.6392  -0.003
H -4.2473 -3.9872 -1.4336  0.275
H -0.6685 -0.0357 -1.5208  0.273
H 3.7403 -1.9256 -1.1973  0.545
H -2.1117 1.4784 0.0280  0.259
H -5.9940 -2.2688 0.2001  0.258
H -3.8197 3.1434 0.9010  0.293
H -1.8939 -4.2194 -2.6517  0.258
H 3.2487 0.4770 -0.0410  0.181
H 0.9226 -3.6738 -2.7564  0.084
H 3.6103 -0.6567 1.2735  0.180
H 4.6677 1.0306 2.5882  0.205
H 1.5926 0.4220 -3.8771  0.513
H 6.9134 0.5412 0.9733  0.170
H -5.4477 2.7565 1.7619  0.274
H -6.3609 0.1207 1.4483  0.255
H 3.4184 2.0187 1.8132  0.220
H -4.3270 2.1125 4.3156  0.072
H 6.0186 2.7285 1.4898  0.225
H 6.6522 1.1704 -0.6671  0.187
H 4.9675 2.6968 0.0639  0.200

Results
HOMO = -11.08 eV
LUMO energy = -5.21 eV
Total charge = +1
Kohn-Sham gap = 5.9 eV

No. 12
A 2-piece molecular cluster, CH6N2O overall in a non-equilibrium geometry. Source: the OMol25 dataset; level of theory: wB97M-V/def2-TZVPD.

Last column: natural (NBO) charge in e.
Cartesian coordinates (Å):
O 1.8360 -0.4683 0.0232  -0.691
N -0.3751 0.0597 0.5038  -0.404
N -1.1965 -0.9261 -0.0729  -0.647
C 0.8352 0.4097 -0.1979  0.075
H 1.9311 -0.6157 0.9392  0.478
H -1.2461 1.2349 0.5360  0.220
H 0.9686 1.3930 0.3087  0.152
H -2.1241 -0.9580 0.2768  0.353
H -1.3166 -0.8008 -1.0367  0.318
H 0.6874 0.6716 -1.2803  0.146

Results
Energy relative to the best compared isomer or geometry (same formula, charge and spin) = 392.76 kJ/mol
HOMO = -8.63 eV
LUMO energy = 0.55 eV
Total charge = 0
Kohn-Sham gap = 9.2 eV

Number 1: molecular weight 115.0 g mol⁻¹. Number 2: molecular weight 135.2 g mol⁻¹. Number 3: molecular weight 129.2 g mol⁻¹. Number 4: molecular weight 60.1 g mol⁻¹. Number 5: molecular weight 764.6 g mol⁻¹. Number 6: molecular weight 100.2 g mol⁻¹. Number 7: molecular weight 74.1 g mol⁻¹. Number 8: molecular weight 99.1 g mol⁻¹. Number 9: molecular weight 99.1 g mol⁻¹. Number 10: molecular weight 538.6 g mol⁻¹. Number 11: molecular weight 392.3 g mol⁻¹. Number 12: molecular weight 62.1 g mol⁻¹.